# C61H71FNO3PS

A cluster of 10 separate species, C61H71FNO3PS in total in a non-equilibrium geometry (ωB97M-V/def2-TZVPD, the Open Molecules 2025 dataset).

XYZ file:
```
139
C61H71FNO3PS, DFT ωB97M-V/def2-TZVPD
H 0.449 -7.160 6.004
C -8.247 1.523 -0.607
C 0.201 2.795 -10.852
H 7.225 -3.445 5.161
H -0.033 3.018 -9.818
C -3.068 2.303 -8.274
C -0.478 2.836 6.215
H -14.584 1.326 -5.822
C -3.512 2.720 -0.987
C -7.289 0.841 0.130
C -13.636 1.019 -5.399
C 1.555 -2.872 4.156
C 1.802 2.181 -12.535
H 1.793 0.478 4.962
F 5.608 2.204 6.352
H -0.215 2.633 5.183
O 3.249 -0.859 5.632
C 3.455 -7.474 3.606
C -1.790 3.144 6.548
H -2.277 2.386 -9.009
C 1.109 -1.567 4.806
H 2.280 2.441 -10.461
C 2.191 -0.503 4.713
C -5.403 2.080 -7.748
H -5.540 2.610 -1.678
C -13.564 0.619 -4.072
H 0.110 4.670 0.142
C -3.778 2.208 -5.980
H -1.271 2.588 -13.892
C -8.368 -1.242 -0.389
S 4.596 1.754 5.225
H 0.949 -1.757 5.869
H 4.477 -0.260 3.121
H -14.456 0.617 -3.459
H -12.294 -0.088 -2.496
H -5.890 2.017 -5.660
C -3.151 4.636 -2.964
C 7.319 -1.761 3.021
H 8.827 -5.383 2.128
C 2.199 4.373 -0.243
H -1.121 4.740 -2.278
C 7.911 -2.620 5.345
H -8.197 2.601 -0.694
H 8.740 -3.006 5.939
H 6.654 -2.619 2.944
H 2.132 4.689 -1.277
H -10.258 -0.090 -3.899
C 10.735 -5.631 1.179
H 9.664 -5.998 4.370
H -3.542 2.215 -4.924
H 0.924 3.024 9.287
H -1.441 3.032 -0.522
C 9.869 -5.645 2.264
C -4.391 4.036 -2.796
H -3.653 1.974 -0.215
H 2.542 -5.937 6.479
H -1.411 3.566 9.885
O 3.307 2.206 5.657
H 1.734 -2.760 3.086
H -1.734 2.405 -6.597
C 1.063 4.364 0.554
C 1.501 2.469 -11.212
C -12.491 1.026 -6.185
C 8.439 -2.041 4.030
C 2.468 -6.561 5.598
C 2.277 -8.157 3.336
H 2.471 -3.250 4.609
H 4.466 -6.136 4.944
C 3.420 3.978 0.285
H 6.986 0.083 4.134
C -5.098 2.095 -6.394
C -7.348 -0.541 0.238
C 0.500 2.790 7.199
H 0.276 -8.574 3.985
H 12.747 -5.950 0.509
C -2.270 3.316 -1.157
C 6.494 -0.505 3.357
C -2.090 4.275 -2.145
N 5.071 -0.828 3.720
H 2.442 3.269 3.448
C -0.494 2.552 -13.140
C -4.387 2.183 -8.689
H 4.456 3.267 2.026
H 0.798 -3.644 4.290
H -6.493 1.389 0.621
H 2.545 -0.468 3.681
H -10.128 -1.108 -1.607
C 3.549 -6.673 4.735
C -9.268 0.822 -1.233
H -6.432 1.988 -8.071
C -0.797 2.835 -11.815
C 1.195 -8.042 4.197
H 7.435 -1.846 5.943
C -11.276 0.627 -5.645
H 6.453 0.134 2.480
C 2.372 3.576 2.412
C -2.126 3.404 7.869
P 4.780 -0.486 5.349
C 11.673 -6.330 3.696
H 0.263 3.966 2.504
H -12.546 1.343 -7.218
H 4.305 3.983 -0.338
H -3.150 3.640 8.131
C -11.206 0.223 -4.319
C -2.763 2.314 -6.920
C 0.162 3.055 8.519
C 1.150 3.967 1.881
C -12.349 0.222 -3.532
H -1.812 3.087 -11.534
C -4.572 3.078 -1.808
H -2.551 3.184 5.778
H -4.624 2.169 -9.745
H 0.183 -1.201 4.369
H 13.580 -6.576 2.748
H 9.172 -2.714 3.588
H 1.519 2.547 6.929
H 1.040 1.999 -14.532
H -10.384 0.631 -6.258
H 10.368 -5.360 0.197
C 1.291 -7.246 5.330
H 2.203 -8.780 2.454
H -5.216 4.312 -3.440
H 2.815 1.923 -12.816
C 3.508 3.576 1.612
H -10.016 1.354 -1.808
H -3.011 5.384 -3.734
C -9.330 -0.560 -1.122
H 12.039 -6.605 4.677
C 10.338 -5.992 3.523
H -8.414 -2.320 -0.307
C 0.805 2.223 -13.499
H -6.598 -1.073 0.809
O 5.126 2.272 4.000
C 12.070 -5.964 1.354
H 4.299 -7.566 2.935
C 12.539 -6.315 2.612
H 7.790 -1.578 2.055
C -1.150 3.361 8.855
H 8.930 -1.092 4.258
```

For the frontier orbital gap, the calculation gives 9.7 eV. The calculation puts the highest occupied orbital energy at -9.212 eV.

Löwdin population analysis, charges in e, atoms 1 to 2: 0.10 -0.10

***

# C19H29N3O3PbS

A structure of composition C19H29N3O3PbS (ωB97M-V/def2-TZVPD, the Open Molecules 2025 dataset).

XYZ file:
```
56
C19H29N3O3PbS, DFT ωB97M-V/def2-TZVPD
O -0.744 0.159 1.900
C 2.082 -1.453 1.763
C -1.680 1.191 -1.143
H -3.214 1.246 2.611
C -0.172 3.477 1.000
C 3.337 -2.211 0.001
H -3.831 0.238 0.395
O -1.236 1.901 3.196
H 1.145 3.098 3.425
H -1.106 1.870 -1.771
C -0.593 1.363 2.298
S -2.612 -2.298 -0.116
Pb -0.315 -0.457 -0.360
H 1.745 -0.979 2.671
H 4.183 -2.347 -0.656
C 0.225 -1.221 -3.915
H 1.806 -3.490 -0.901
H 3.652 1.134 -2.879
H -2.081 1.721 -0.279
C 3.324 -1.376 1.184
C -3.106 -1.439 1.270
C 2.062 -0.217 -4.721
C -1.038 -1.990 -3.796
H -1.290 -2.506 -4.720
C 0.990 -0.945 -5.121
N 0.816 -0.675 -2.844
O 1.057 1.540 0.446
H 2.076 1.685 2.930
H 1.665 0.857 0.780
H 0.736 -1.273 -6.116
H 2.313 3.227 2.086
C 1.282 -2.327 0.948
H -0.757 3.974 1.772
H -3.902 -1.101 4.243
H 2.868 0.176 -5.318
N -2.896 -1.807 2.529
C 2.114 -2.807 -0.127
H -1.866 -1.323 -3.538
H 2.306 1.362 -1.739
H -2.312 -2.598 2.732
H 3.275 -0.094 -1.647
C 2.845 0.633 -2.349
N -3.767 -0.280 1.255
H 0.334 -2.753 1.243
C 0.474 2.231 1.576
H -4.854 0.568 2.856
C -3.824 0.344 2.583
H -2.295 -0.376 3.952
H -2.472 0.712 -1.716
H -0.959 -2.722 -2.989
H 0.594 4.158 0.627
C 1.574 2.585 2.567
H 4.161 -0.798 1.548
C -3.206 -0.744 3.485
C 1.924 -0.063 -3.284
H -0.835 3.218 0.174
```

For the frontier orbital gap (spin up / spin down), the calculation gives 5.1 / 6.3 eV. The calculation puts the highest occupied orbital energy (spin up / spin down) at -6.792 / -7.559 eV.

Löwdin population analysis, charges in e, atoms 1 to 2: -0.17 -0.18

***

# C2H8N2

A cluster of 2 separate species, C2H8N2 in total in a non-equilibrium geometry (ωB97M-V/def2-TZVPD, the Open Molecules 2025 dataset).

XYZ file:
```
12
C2H8N2, DFT ωB97M-V/def2-TZVPD
H 1.192 3.599 -7.495
H -1.289 -3.156 3.337
H 1.319 5.057 -6.213
H -0.163 4.175 -6.558
N -0.138 -0.523 2.790
C 0.915 4.065 -6.506
H -0.684 0.275 2.424
H 0.485 -2.712 3.547
N -0.361 -2.845 2.992
H -1.127 -1.746 1.352
C -0.542 -1.616 2.292
H 1.276 3.477 -5.655
```

As for the energy relative to the best compared isomer or geometry (same formula, charge and spin): 1.000 eV. For the frontier orbital gap, the calculation gives 10.5 eV. The calculation puts the highest occupied orbital energy at -9.381 eV.

Löwdin population analysis, charges in e, atoms 1 to 2: 0.03 0.09

***

# C24H16BrN2O3Ru

A structure of composition C24H16BrN2O3Ru in a non-equilibrium geometry (ωB97M-V/def2-TZVPD, the Open Molecules 2025 dataset).

XYZ file:
```
47
C24H16BrN2O3Ru, DFT ωB97M-V/def2-TZVPD
H 3.565 0.709 3.445
C 1.237 0.246 -4.169
C 2.369 0.513 -4.905
Br -2.314 -1.694 -0.160
C -2.047 2.890 -0.267
H -5.153 -2.023 0.031
H -0.932 0.292 3.479
C -2.172 1.522 -0.243
C 3.129 0.649 5.543
H 3.589 1.005 -0.310
C -4.418 3.222 -0.063
C 1.171 0.499 2.330
Ru -0.428 0.323 -0.151
O 0.091 0.229 -2.118
C 1.226 0.402 -2.776
C -3.760 -0.425 -0.089
C 2.427 0.758 -2.132
C 0.801 0.412 6.102
O -0.082 0.388 1.958
C 2.589 0.806 -0.698
H 4.160 0.750 5.852
H -6.764 1.946 0.103
C 0.462 0.398 4.747
C 3.561 1.039 -2.909
O -0.848 0.282 4.455
C -6.114 -0.078 0.068
C -3.166 3.748 -0.169
C -4.617 1.821 -0.048
H 2.359 0.551 7.548
H -5.286 3.867 0.010
H 0.319 -0.071 -4.646
N 1.690 0.581 0.178
H -1.065 3.343 -0.370
C 2.801 0.629 4.205
N 2.150 0.606 1.490
H 0.002 0.320 6.826
C -3.482 0.967 -0.128
H 4.468 1.346 -2.400
C 3.545 0.935 -4.279
C 1.474 0.505 3.779
H -3.026 4.822 -0.177
H -7.111 -0.491 0.136
C -5.920 1.270 0.046
C 2.115 0.538 6.493
C -5.008 -0.952 0.004
H 4.429 1.167 -4.856
H 2.341 0.400 -5.981
```

The spin multiplicity is 6. For the frontier orbital gap (spin up / spin down), the calculation gives 7.4 / 6.3 eV. The calculation puts the highest occupied orbital energy (spin up / spin down) at -7.343 / -7.962 eV.

Löwdin population analysis, charges in e, atoms 1 to 2: 0.10 -0.02

***

# C3H5NO2

An isolated molecule of C3H5NO2 (ωB97M-V/def2-TZVPD, the Open Molecules 2025 dataset).

XYZ file:
```
11
C3H5NO2, DFT ωB97M-V/def2-TZVPD
C -0.083 1.494 -0.189
C -0.723 0.139 -0.442
C 0.908 -0.986 0.884
O 0.789 1.748 0.607
H 1.701 -0.826 0.144
H -0.531 2.264 -0.838
H -2.034 -0.796 -1.402
O -0.371 -0.968 0.233
H 0.970 -0.220 1.640
H 1.003 -1.978 1.329
N -1.655 0.149 -1.304
```

As for the energy relative to the best compared isomer or geometry (same formula, charge and spin): 1.822 eV. For the frontier orbital gap, the calculation gives 10.2 eV. The calculation puts the highest occupied orbital energy at -10.256 eV.

Löwdin population analysis, charges in e, atoms 1 to 2: -0.16 -0.43

***

Results for DFT total energy: -94882.7574 -46867.5641 -5182.7376 -106891.9522 -8775.8723 (in eV, following the order of the records).